Record 1
{"formula": "C3H4O2S2", "method": "wB97M-V/def2-TZVPD", "lumo_ev": -0.70, "spin_multiplicity": 1, "max_force_ha_per_bohr": 0.11531, "homo_ev": -8.952, "elements": ["C", "C", "C", "H", "H", "H", "H", "O", "O", "S", "S"], "coordinates": [[-1.380, -0.105, -0.163], [-0.549, 1.209, -0.149], [1.700, 0.792, 0.336], [-0.861, -2.005, -0.176], [-0.941, 1.904, -0.778], [-0.558, 1.791, 0.769], [1.244, 1.634, 1.534], [-0.370, -1.082, -0.375], [0.731, 0.959, -0.564], [-2.990, -0.272, 0.245], [2.965, -0.585, 0.132]]}

=====

Record 2
{"formula": "C25H27N5O4", "method": "wB97M-V/def2-TZVPD", "lumo_ev": 0.32, "smiles": "COc1cccc(CNC(=O)Cn2nc(C)c3c(C)n(-c4ccc(C)cc4)nc3c2=O)c1OC", "spin_multiplicity": 1, "max_force_ha_per_bohr": 0.02493, "homo_ev": -7.938, "elements": ["C", "O", "C", "C", "C", "C", "C", "C", "N", "C", "O", "C", "N", "N", "C", "C", "C", "C", "C", "N", "C", "C", "C", "C", "C", "C", "C", "N", "C", "C", "O", "C", "O", "C", "H", "H", "H", "H", "H", "H", "H", "H", "H", "H", "H", "H", "H", "H", "H", "H", "H", "H", "H", "H", "H", "H", "H", "H", "H", "H", "H"], "coordinates": [[0.332, 5.247, -4.375], [0.336, 4.520, -3.174], [1.359, 4.726, -2.281], [2.353, 5.678, -2.471], [3.340, 5.880, -1.521], [3.344, 5.132, -0.362], [2.372, 4.167, -0.154], [2.371, 3.319, 1.091], [2.660, 1.937, 0.770], [3.665, 1.250, 1.325], [4.427, 1.687, 2.163], [3.778, -0.193, 0.794], [2.588, -0.982, 1.055], [2.663, -1.735, 2.158], [1.691, -2.496, 2.534], [1.892, -3.292, 3.781], [0.491, -2.545, 1.760], [-0.740, -3.193, 1.818], [-1.239, -4.222, 2.765], [-1.435, -2.752, 0.739], [-2.735, -3.102, 0.331], [-2.974, -3.294, -1.024], [-4.243, -3.626, -1.458], [-5.292, -3.769, -0.558], [-6.664, -4.151, -1.020], [-5.042, -3.551, 0.792], [-3.780, -3.213, 1.241], [-0.750, -1.894, -0.014], [0.420, -1.744, 0.585], [1.523, -0.899, 0.181], [1.569, -0.168, -0.800], [1.377, 3.941, -1.113], [0.471, 2.975, -0.786], [-0.227, 2.271, -1.792], [0.232, 6.323, -4.197], [-0.539, 4.892, -4.925], [1.234, 5.058, -4.967], [2.360, 6.281, -3.364], [4.098, 6.628, -1.694], [4.107, 5.284, 0.386], [3.138, 3.655, 1.792], [1.387, 3.375, 1.571], [2.097, 1.513, 0.039], [4.614, -0.678, 1.298], [3.938, -0.161, -0.287], [1.077, -3.115, 4.480], [1.925, -4.356, 3.551], [2.832, -3.000, 4.239], [-1.674, -3.761, 3.653], [-0.414, -4.852, 3.087], [-1.995, -4.845, 2.291], [-2.160, -3.170, -1.720], [-4.420, -3.776, -2.513], [-6.883, -5.179, -0.731], [-7.415, -3.510, -0.561], [-6.747, -4.074, -2.100], [-5.852, -3.636, 1.503], [-3.618, -3.009, 2.288], [0.437, 1.983, -2.609], [-1.063, 2.852, -2.186], [-0.595, 1.366, -1.307]]}

=====

Record 3
{"formula": "C30H35F10NO31S", "method": "wB97M-V/def2-TZVPD", "lumo_ev": -0.04, "smiles": "C[C@H](O)CONS(=O)(=O)F.O=C1OC[C@@H](F)O1.O=C1OC[C@@H](F)O1.O=C1OC[C@@H](F)O1.O=C1OC[C@@H](F)O1.O=C1OC[C@@H](F)O1.O=C1OC[C@@H](F)O1.O=C1OC[C@@H](F)O1.O=C1OC[C@@H](F)O1.O=C1OC[C@@H](F)O1", "spin_multiplicity": 1, "max_force_ha_per_bohr": 0.02597, "homo_ev": -10.442, "elements": ["C", "C", "O", "C", "O", "N", "S", "O", "O", "F", "H", "H", "H", "H", "H", "H", "H", "H", "O", "C", "O", "C", "C", "F", "O", "H", "H", "H", "O", "C", "O", "C", "C", "F", "O", "H", "H", "H", "O", "C", "O", "C", "C", "F", "O", "H", "H", "H", "O", "C", "O", "C", "C", "F", "O", "H", "H", "H", "O", "C", "O", "C", "C", "F", "O", "H", "H", "H", "O", "C", "O", "C", "C", "F", "O", "H", "H", "H", "O", "C", "O", "C", "C", "F", "O", "H", "H", "H", "O", "C", "O", "C", "C", "F", "O", "H", "H", "H", "O", "C", "O", "C", "C", "F", "O", "H", "H", "H"], "coordinates": [[-2.316, 2.462, 1.847], [-0.870, 2.955, 1.867], [-0.492, 3.532, 0.627], [0.128, 1.853, 2.198], [0.158, 0.947, 1.087], [0.542, -0.343, 1.494], [-0.872, -1.230, 1.613], [-1.496, -1.455, 0.356], [-1.685, -0.754, 2.666], [-0.254, -2.561, 2.095], [-2.568, 2.040, 0.877], [-2.997, 3.279, 2.065], [-2.458, 1.702, 2.609], [-0.787, 3.740, 2.615], [-1.058, 3.191, -0.066], [1.109, 2.312, 2.318], [-0.124, 1.322, 3.110], [1.071, -0.746, 0.714], [-6.047, 2.102, -1.369], [-5.513, 1.043, -1.383], [-4.180, 0.854, -1.401], [-3.922, -0.553, -1.260], [-5.224, -1.153, -1.742], [-5.533, -2.302, -1.092], [-6.166, -0.149, -1.397], [-3.738, -0.786, -0.213], [-3.058, -0.846, -1.849], [-5.275, -1.334, -2.817], [-11.964, 2.363, -3.113], [-11.024, 2.808, -2.548], [-9.739, 2.633, -2.910], [-8.908, 3.459, -2.074], [-9.794, 3.653, -0.865], [-9.630, 4.872, -0.290], [-11.099, 3.580, -1.420], [-8.720, 4.409, -2.576], [-7.968, 2.961, -1.849], [-9.691, 2.885, -0.097], [-2.213, -8.341, 1.296], [-2.129, -7.233, 0.897], [-2.338, -6.118, 1.639], [-1.982, -4.977, 0.850], [-2.115, -5.517, -0.557], [-1.219, -4.960, -1.409], [-1.807, -6.888, -0.386], [-0.956, -4.692, 1.069], [-2.645, -4.141, 1.054], [-3.113, -5.424, -0.987], [2.459, -2.064, -0.207], [2.905, -2.666, 0.720], [3.795, -3.665, 0.648], [4.178, -4.023, 1.996], [2.986, -3.532, 2.792], [3.318, -3.092, 4.021], [2.544, -2.431, 2.001], [5.090, -3.496, 2.271], [4.345, -5.093, 2.070], [2.172, -4.253, 2.884], [6.981, -3.730, 0.202], [6.251, -4.053, -0.673], [5.703, -3.204, -1.569], [4.983, -3.973, -2.539], [4.710, -5.254, -1.781], [4.711, -6.341, -2.587], [5.818, -5.324, -0.897], [5.621, -4.158, -3.404], [4.084, -3.450, -2.851], [3.788, -5.247, -1.198], [6.880, -4.012, 3.553], [8.033, -4.166, 3.332], [8.871, -3.194, 2.906], [10.194, -3.745, 2.850], [9.915, -5.225, 2.720], [10.855, -5.983, 3.329], [8.683, -5.355, 3.417], [10.727, -3.518, 3.774], [10.745, -3.338, 2.009], [9.784, -5.577, 1.696], [-0.290, 6.311, -0.793], [0.127, 5.783, -1.759], [1.213, 6.182, -2.470], [1.486, 5.197, -3.470], [0.139, 4.523, -3.625], [0.253, 3.203, -3.919], [-0.423, 4.668, -2.337], [2.233, 4.494, -3.099], [1.845, 5.666, -4.382], [-0.520, 4.989, -4.359], [-8.912, 7.812, -4.328], [-9.904, 7.646, -3.709], [-10.240, 6.495, -3.076], [-11.431, 6.730, -2.315], [-12.032, 7.918, -3.031], [-12.695, 8.748, -2.191], [-10.884, 8.579, -3.537], [-11.163, 6.981, -1.288], [-12.068, 5.851, -2.316], [-12.691, 7.662, -3.863], [12.895, -0.051, 4.286], [11.966, 0.136, 3.582], [11.266, 1.291, 3.505], [10.317, 1.178, 2.438], [10.163, -0.322, 2.323], [9.930, -0.715, 1.046], [11.442, -0.793, 2.723], [10.736, 1.603, 1.525], [9.394, 1.690, 2.691], [9.398, -0.749, 2.971]]}

=====

Record 4
{"formula": "CH4NO3", "method": "wB97M-V/def2-TZVPD", "lumo_ev": 4.00, "spin_multiplicity": 1, "total_charge": -1, "max_force_ha_per_bohr": 0.03414, "homo_ev": -1.394, "elements": ["C", "N", "O", "O", "O", "H", "H", "H", "H"], "coordinates": [[1.084, -0.139, -0.273], [-1.509, 0.778, -0.123], [-1.869, -0.527, 0.361], [0.679, -1.243, 0.108], [1.695, 0.765, 0.556], [1.133, 0.187, -1.310], [-1.651, 0.726, -1.148], [-1.023, -1.043, 0.374], [1.461, 0.497, 1.456]]}

=====

- Number 2 is which compound?
  C25H27N5O4